{
  "formula": "C19H46BaCuN3O9Sr",
  "method": "wB97M-V/def2-TZVPD",
  "elements": ["Cu", "Sr", "Ba", "O", "C", "O", "O", "H", "C", "O", "C", "C", "N", "C", "C", "O", "C", "H", "H", "H", "H", "H", "H", "H", "H", "H", "H", "H", "H", "H", "H", "H", "C", "O", "C", "C", "N", "C", "C", "O", "C", "H", "H", "H", "H", "H", "H", "H", "H", "H", "H", "H", "H", "H", "H", "H", "C", "O", "C", "C", "N", "C", "C", "O", "C", "H", "H", "H", "H", "H", "H", "H", "H", "H", "H", "H", "H", "H", "H", "H"],
  "xyz": [[-3.782, -1.801, -1.312], [1.113, 4.035, -1.777], [-3.364, 1.441, 1.042], [-0.125, -0.221, -2.048], [-0.753, 0.840, -1.547], [-1.909, 0.638, -1.067], [-0.077, 1.915, -1.578], [0.765, 0.157, -2.191], [-4.307, -0.673, -4.256], [-3.628, -1.611, -3.400], [-2.371, -2.106, -3.919], [-1.824, -3.175, -3.015], [-1.786, -2.729, -1.622], [-1.112, -3.666, -0.693], [-1.513, -5.104, -0.836], [-2.852, -5.280, -0.521], [-3.137, -6.537, 0.091], [-3.585, 0.046, -4.654], [-4.958, -0.083, -3.614], [-4.843, -1.208, -5.034], [-1.767, -1.191, -3.953], [-2.529, -2.498, -4.924], [-0.807, -3.394, -3.353], [-2.466, -4.045, -3.130], [-1.344, -1.817, -1.543], [-1.190, -3.269, 0.326], [-0.022, -3.553, -0.810], [-0.775, -5.656, -0.244], [-1.300, -5.383, -1.878], [-4.201, -6.524, 0.339], [-2.651, -6.714, 1.053], [-2.989, -7.349, -0.621], [1.076, 0.115, 1.307], [1.029, -0.066, 2.662], [1.283, -1.402, 3.090], [0.972, -1.538, 4.549], [-0.456, -1.342, 4.757], [-0.823, -1.121, 6.144], [-2.161, -0.520, 6.388], [-2.243, 0.769, 5.756], [-3.385, 1.480, 6.181], [0.301, -0.448, 0.764], [2.085, 0.048, 0.878], [0.834, 1.190, 1.193], [2.325, -1.676, 2.878], [0.653, -2.097, 2.508], [1.588, -0.858, 5.133], [1.263, -2.565, 4.818], [-0.967, -2.140, 4.400], [-0.050, -0.593, 6.711], [-0.760, -2.053, 6.740], [-2.305, -0.403, 7.465], [-2.979, -1.078, 5.911], [-3.364, 1.571, 7.273], [-4.336, 1.028, 5.881], [-3.293, 2.500, 5.807], [2.493, 7.325, -1.015], [2.760, 5.976, -1.432], [4.092, 5.547, -1.095], [4.291, 4.126, -1.586], [3.424, 3.087, -0.932], [3.889, 1.723, -1.313], [3.628, 1.349, -2.776], [2.355, 1.925, -3.120], [1.902, 1.541, -4.431], [2.322, 7.453, 0.055], [1.600, 7.623, -1.567], [3.271, 8.032, -1.309], [4.269, 5.624, -0.021], [4.820, 6.114, -1.679], [5.308, 3.928, -1.223], [4.179, 4.057, -2.668], [3.729, 3.146, 0.040], [3.290, 0.992, -0.766], [4.947, 1.659, -1.054], [3.619, 0.272, -2.925], [4.399, 1.822, -3.392], [2.352, 2.141, -5.223], [0.830, 1.766, -4.428], [2.034, 0.480, -4.642]],
  "forces_ev_per_angstrom": [[0.93, -1.13, -0.89], [1.04, -0.67, -0.34], [0.71, -0.42, -0.21], [0.37, 0.33, 0.06], [0.40, 0.63, 0.34], [-0.24, 0.79, 0.74], [-1.51, 0.05, 0.58], [0.06, -0.63, -0.42], [0.50, 0.23, 0.42], [-0.47, -0.25, 0.54], [-0.49, 1.10, -0.03], [0.14, 0.41, -0.28], [-1.46, 0.58, 0.98], [0.95, 1.14, 0.50], [0.95, 0.31, -0.56], [-0.01, 0.11, 0.66], [-1.19, -0.29, -0.02], [0.02, -0.25, -0.30], [-0.37, -0.27, -0.14], [-0.08, 0.15, -0.10], [0.51, -0.38, -0.23], [0.06, 0.01, -0.02], [-0.07, -0.29, -0.15], [0.15, -0.21, 0.25], [0.33, -0.36, -0.32], [-0.76, -0.28, -0.01], [-0.07, -0.46, -0.63], [-0.48, -0.31, 0.29], [-0.12, -0.31, 0.07], [0.02, 0.06, -0.23], [0.57, 0.19, -0.27], [0.27, -0.09, 0.15], [-0.16, 1.68, -0.17], [-0.04, -0.39, 0.72], [0.25, -0.11, -0.54], [-0.26, -0.91, -0.23], [-0.12, 0.82, 0.04], [0.90, -1.24, 1.28], [-0.52, 0.93, -0.93], [0.10, 0.04, -0.21], [0.48, 0.33, 0.69], [0.34, -0.39, -0.16], [-0.11, -0.69, -0.14], [-0.09, -0.14, -0.29], [-0.02, 0.10, 0.07], [-0.04, 0.09, 0.03], [-0.25, 0.20, 0.10], [0.22, 0.16, 0.17], [0.10, -0.13, 0.08], [-0.04, 0.74, -0.69], [-0.49, -0.14, -0.33], [-0.22, -0.18, -0.03], [0.08, -0.54, 0.54], [-0.29, -0.05, -0.06], [0.01, -0.11, -0.08], [-0.13, 0.00, -0.21], [-0.61, 0.84, -0.47], [-0.01, -0.24, 0.52], [-0.33, -0.72, -0.80], [0.32, -0.27, 1.08], [0.20, 0.51, -0.09], [-0.79, -0.47, -0.22], [0.60, 1.73, 0.15], [-0.11, -0.36, -0.15], [-0.65, 0.53, -0.01], [0.08, -0.45, 0.05], [-0.03, 0.08, 0.18], [0.23, -0.34, -0.12], [0.00, 0.20, -0.01], [-0.04, 0.44, 0.37], [0.23, -0.20, -0.90], [0.29, 0.02, -0.02], [-0.55, 0.04, 0.13], [0.31, 0.26, 0.58], [0.01, -0.49, -0.15], [0.08, -0.05, 0.01], [-0.07, -0.36, -0.29], [0.29, -0.11, 0.09], [0.02, -0.15, -0.15], [0.17, -0.03, 0.15]],
  "orbital_gap_ev": 4.1,
  "total_energy_ev": -89478.734,
  "charge": 4,
  "homo_ev": -16.51
}